Record 1
C9H14O | ωB97M-V/def2-TZVPD

CARTESIAN COORDINATES (ANGSTROEM)
C (0.40, -1.47, 0.13)
C (-0.34, -2.62, -0.64)
C (0.83, -0.25, -0.61)
C (1.28, 0.85, 0.09)
C (0.66, -0.07, -2.00)
C (1.74, 2.02, -0.54)
C (0.89, 1.14, -2.61)
C (1.48, 2.18, -1.89)
H (-0.25, -1.03, 0.91)
H (1.23, -1.90, 0.70)
H (0.04, -3.48, -0.09)
H (1.37, 0.69, 1.17)
H (0.46, -0.95, -2.59)
H (2.11, 2.81, 0.09)
H (0.74, 1.24, -3.68)
H (1.85, 3.09, -2.33)
H (-0.18, -2.76, -1.70)
H (-1.40, -2.48, -0.42)
C (-2.22, 0.39, 2.99)
O (-1.71, 0.39, 1.68)
H (-1.82, 1.23, 1.23)
H (-1.61, 0.82, 3.79)
H (-3.21, 0.82, 3.00)
H (-2.35, -0.65, 3.29)

Results
Charge   0
SMILES   CCc1ccccc1.CO
LUMO   0.818 eV
DFT total energy   -11606.5827 eV

Record 2
C19H33BCl2F2InN5O3 | ωB97M-V/def2-TZVPD

CARTESIAN COORDINATES (ANGSTROEM)
In (0.14, 0.92, -0.09)
C (-1.02, 2.93, -0.24)
C (-1.97, 2.26, -1.11)
C (-3.05, 1.89, -0.35)
C (-2.84, 2.34, 1.01)
C (-1.63, 2.97, 1.08)
C (-1.04, 3.66, 2.28)
C (-3.83, 2.19, 2.13)
C (-4.27, 1.15, -0.82)
C (-1.77, 2.11, -2.60)
C (-0.11, 4.02, -0.77)
H (-1.36, 4.71, 2.35)
H (0.05, 3.67, 2.25)
H (-1.35, 3.18, 3.22)
H (-3.68, 1.25, 2.69)
H (-4.86, 2.18, 1.76)
H (-3.75, 3.01, 2.84)
H (-4.23, 0.08, -0.57)
H (-4.38, 1.23, -1.90)
H (-5.18, 1.56, -0.37)
H (-0.76, 1.78, -2.84)
H (-1.92, 3.06, -3.11)
H (-2.46, 1.38, -3.02)
H (0.58, 3.67, -1.54)
H (0.48, 4.48, 0.02)
H (-0.71, 4.82, -1.22)
N (2.31, -0.88, 0.47)
C (2.02, -1.84, 1.53)
C (1.97, -1.16, 2.88)
C (0.70, -0.37, 3.17)
N (0.55, 0.86, 2.36)
H (2.33, -1.32, -0.44)
H (3.25, -0.52, 0.61)
H (2.77, -2.64, 1.56)
H (1.05, -2.32, 1.33)
H (2.85, -0.50, 2.96)
H (2.06, -1.91, 3.67)
H (0.68, -0.14, 4.24)
H (-0.16, -1.00, 2.95)
H (1.30, 1.52, 2.56)
H (-0.33, 1.33, 2.59)
Cl (2.75, 3.05, 0.96)
C (3.81, 2.25, -0.23)
Cl (5.08, 1.34, 0.65)
C (3.08, 1.34, -1.29)
O (3.85, 0.60, -1.89)
O (1.83, 1.49, -1.47)
H (4.33, 3.03, -0.76)
F (-1.76, -0.82, -1.82)
B (-0.77, -1.11, -0.88)
F (0.24, -1.95, -1.46)
C (-2.86, -5.24, 1.16)
N (-2.31, -3.90, 1.19)
C (-2.97, -2.81, 1.90)
C (-2.25, -1.59, 1.35)
O (-2.29, -0.49, 1.80)
N (-1.48, -2.03, 0.25)
C (-1.56, -3.38, 0.21)
N (-0.88, -4.12, -0.63)
H (-3.31, -5.46, 2.13)
H (-2.07, -5.97, 0.99)
H (-3.63, -5.35, 0.39)
H (-2.86, -2.89, 2.98)
H (-4.03, -2.74, 1.66)
H (-0.36, -3.63, -1.35)
H (-1.15, -5.08, -0.78)

Results
Charge   0
LUMO   -0.243 eV
DFT total energy   -70166.7826 eV